Arrangement 1

# C6H14

The molecule C6H14 (ωB97M-V with the def2-TZVPD basis set, OMol25).

Positions of all 20 atoms, in Å:
C  -2.448  -0.147  -1.071
C  -1.923  0.424  0.241
C  -0.517  -0.033  0.554
C  0.608  0.773  -0.168
C  2.034  0.162  -0.227
C  2.335  -0.830  0.909
H  -2.412  -1.238  -1.122
H  -3.487  0.115  -1.283
H  -1.888  0.210  -1.940
H  -2.131  1.501  0.315
H  -2.627  0.121  1.031
H  -0.181  -0.242  1.568
H  -0.458  -1.011  0.058
H  0.582  1.813  0.152
H  0.345  0.787  -1.236
H  2.152  -0.196  -1.244
H  2.672  1.013  0.048
H  2.337  -0.296  1.855
H  3.339  -1.244  0.764
H  1.668  -1.683  0.795

Properties
- Total charge: 0
- 2S+1: 1
- LUMO: 1.17 eV
- Structure (SMILES): CCCCCC

What are the natural (NBO) partial charges on each atom? They are as follows, in elementary charge units:
1. C -0.606
2. C -0.410
3. C -0.407
4. C -0.389
5. C -0.399
6. C -0.614
7. H 0.201
8. H 0.211
9. H 0.200
10. H 0.203
11. H 0.205
12. H 0.211
13. H 0.189
14. H 0.192
15. H 0.191
16. H 0.202
17. H 0.202
18. H 0.207
19. H 0.208
20. H 0.203

Arrangement 2

# C6H14

The molecule C6H14 (ωB97M-V with the def2-TZVPD basis set, OMol25).

Positions of all 20 atoms, in Å:
C  -0.529  -0.929  -1.819
C  -0.172  0.358  -1.060
C  0.151  0.205  0.442
C  1.464  -0.633  0.424
C  0.298  1.630  1.043
C  -1.079  -0.441  1.137
H  -1.250  -1.541  -1.266
H  0.327  -1.574  -2.057
H  -0.994  -0.662  -2.772
H  0.694  0.829  -1.551
H  -1.008  1.055  -1.130
H  1.746  -0.865  -0.616
H  2.320  -0.092  0.837
H  1.360  -1.602  0.916
H  1.239  2.110  0.758
H  0.228  1.675  2.140
H  -0.517  2.263  0.667
H  -1.130  -1.526  1.007
H  -1.988  -0.018  0.687
H  -1.160  -0.241  2.214

Properties
- Total charge: 0
- 2S+1: 1
- LUMO: 0.98 eV
- Structure (SMILES): CCC(C)(C)C

What are the natural (NBO) partial charges on each atom? They are as follows, in elementary charge units:
1. C -0.618
2. C -0.386
3. C -0.057
4. C -0.613
5. C -0.602
6. C -0.612
7. H 0.205
8. H 0.204
9. H 0.213
10. H 0.200
11. H 0.194
12. H 0.205
13. H 0.212
14. H 0.211
15. H 0.207
16. H 0.209
17. H 0.205
18. H 0.208
19. H 0.205
20. H 0.211

Quick look at relative energies in kcal/mol: arrangement 1 11.9; arrangement 2 0.0.

Arrangement 1

# C6H14

A cluster of 2 separate species, C6H14 in total (ωB97M-V with the def2-TZVPD basis set, OMol25).

Positions of all 20 atoms, in Å:
C  -3.649  2.887  1.043
C  -2.599  2.161  0.686
C  -1.513  2.017  1.786
H  -4.399  3.163  0.316
H  -3.720  3.288  2.052
H  -2.478  1.547  -0.199
H  -1.195  3.022  2.092
H  -2.020  1.412  2.533
H  -0.545  1.643  1.429
C  2.494  -0.994  -0.362
C  2.123  -2.417  -0.674
C  1.425  -2.476  -2.040
H  3.564  -0.796  -0.625
H  2.621  -0.828  0.721
H  2.010  -0.189  -0.932
H  1.451  -2.783  0.112
H  2.880  -3.207  -0.682
H  1.960  -1.900  -2.784
H  1.178  -3.476  -2.408
H  0.410  -2.075  -2.063

Properties
- Total charge: 0
- 2S+1: 1
- LUMO: 0.97 eV
- Structure (SMILES): C=CC.CCC

What are the natural (NBO) partial charges on each atom? They are as follows, in elementary charge units:
1. C -0.412
2. C -0.169
3. C -0.666
4. H 0.198
5. H 0.191
6. H 0.203
7. H 0.216
8. H 0.224
9. H 0.214
10. C -0.630
11. C -0.414
12. C -0.608
13. H 0.206
14. H 0.216
15. H 0.218
16. H 0.195
17. H 0.207
18. H 0.201
19. H 0.208
20. H 0.201

Arrangement 2

# C6H14

The molecule C6H14 (ωB97M-V with the def2-TZVPD basis set, OMol25).

Positions of all 20 atoms, in Å:
C  -2.192  -1.373  -0.420
C  -1.441  -0.197  0.249
C  0.045  -0.160  -0.099
C  0.261  0.689  -1.351
C  0.842  0.424  1.093
C  2.352  0.588  0.810
H  -2.019  -1.356  -1.497
H  -1.842  -2.321  -0.031
H  -3.267  -1.252  -0.314
H  -1.621  -0.317  1.322
H  -1.935  0.714  -0.077
H  0.435  -1.171  -0.250
H  -0.445  0.462  -2.150
H  1.283  0.606  -1.730
H  0.109  1.744  -1.098
H  0.413  1.381  1.362
H  0.755  -0.306  1.898
H  2.931  0.310  1.693
H  2.693  -0.072  0.018
H  2.643  1.606  0.574

Properties
- Total charge: 0
- 2S+1: 1
- LUMO: 1.23 eV
- Structure (SMILES): CCC(C)CC

What are the natural (NBO) partial charges on each atom? They are as follows, in elementary charge units:
1. C -0.599
2. C -0.390
3. C -0.215
4. C -0.611
5. C -0.386
6. C -0.618
7. H 0.196
8. H 0.201
9. H 0.207
10. H 0.199
11. H 0.197
12. H 0.191
13. H 0.208
14. H 0.210
15. H 0.199
16. H 0.198
17. H 0.199
18. H 0.208
19. H 0.201
20. H 0.207

Quick look at relative energies in kcal/mol: arrangement 1 41.0; arrangement 2 0.0.